<w>
ORCA calculation (the ωB97M-V functional and the def2-TZVPD basis) on a cluster of 9 separate species, C9H36O9 in total.

CARTESIAN COORDINATES (ANGSTROEM)
O  2.781  0.187  -1.512
O  1.303  0.980  6.045
O  -3.896  0.475  -1.389
O  3.152  1.777  -3.916
O  -0.877  0.005  -0.839
O  -3.646  -0.878  1.287
O  0.095  -0.715  3.827
O  1.721  -0.678  -4.298
O  0.454  -1.165  1.256
C  -3.102  0.145  2.186
C  -0.791  1.444  -1.070
C  0.449  -2.394  0.532
C  4.065  -0.022  -0.876
C  -4.888  0.078  -2.359
C  -0.866  -1.776  4.107
C  0.374  -0.562  -4.390
C  2.269  2.889  -4.183
C  2.651  0.552  6.206
H  -2.057  -0.071  2.443
H  2.748  -0.566  6.247
H  -1.531  2.094  -0.562
H  2.799  3.806  -4.126
H  0.979  -3.048  1.214
H  -3.681  0.196  3.145
H  0.886  0.493  5.404
H  0.881  -2.384  -0.494
H  4.104  -1.009  -0.421
H  2.688  -0.386  -2.247
H  -5.784  0.736  -2.305
H  -5.262  -0.920  -2.132
H  3.230  0.953  5.373
H  -0.569  -2.747  0.414
H  -0.150  -1.031  -3.551
H  1.309  2.750  -3.662
H  4.197  0.753  -0.143
H  -3.076  1.111  1.656
H  -4.430  0.066  -3.383
H  -4.147  0.128  -0.504
H  0.376  -0.916  2.934
H  -0.866  1.621  -2.172
H  -1.366  -1.552  5.017
H  2.996  1.582  -2.950
H  -0.077  0.464  -4.523
H  -1.785  -0.344  -1.002
H  0.268  1.612  -0.759
H  3.048  0.983  7.140
H  -1.599  -1.974  3.328
H  -0.315  -2.727  4.226
H  2.020  2.822  -5.221
H  4.883  0.147  -1.592
H  -4.271  -1.390  1.820
H  0.148  -0.452  0.680
H  0.018  -1.229  -5.179
H  2.140  0.086  -4.721

As for the SMILES: CO.CO.CO.CO.CO.CO.CO.CO.CO. The value obtained for the HOMO-LUMO gap is 10.0246 eV. Its lowest unoccupied orbital energy is 0.41 eV. For the highest occupied orbital energy, the calculation gives -9.61 eV.

=====

<x>
ORCA calculation (the ωB97M-V functional and the def2-TZVPD basis) on a cluster of 9 separate species, C9H36O9 in total.

CARTESIAN COORDINATES (ANGSTROEM)
O  3.380  0.474  1.779
O  -1.018  -1.610  3.263
O  -1.127  0.984  -0.874
O  1.896  4.095  0.334
O  -1.336  -3.130  0.471
O  -2.601  2.019  1.075
O  -3.401  -2.674  -2.712
O  0.472  2.845  -2.726
O  3.284  0.502  -0.877
C  3.606  -0.861  -1.209
C  2.525  -0.503  2.360
C  -1.998  1.837  2.403
C  -0.304  0.102  -0.278
C  -0.609  -3.920  -0.536
C  0.639  3.564  0.758
C  -0.188  -2.587  3.987
C  -0.380  2.383  -3.781
C  -2.929  -1.459  -3.332
H  -2.226  1.624  0.284
H  -1.382  -1.950  2.442
H  -1.316  2.654  2.639
H  0.176  -3.248  -0.883
H  0.140  -0.596  -0.987
H  2.433  -1.464  1.854
H  3.262  0.579  0.080
H  -0.136  -4.753  -0.017
H  -0.604  -2.589  4.995
H  -3.802  -1.061  -3.850
H  -2.476  -0.768  -2.621
H  4.023  -0.959  -2.211
H  -2.170  -2.820  0.111
H  -2.765  1.890  3.175
H  0.686  2.547  1.146
H  -0.117  3.807  0.012
H  2.716  -1.485  -1.124
H  0.866  -2.320  4.052
H  0.232  3.759  -2.556
H  2.915  -0.839  3.321
H  -0.364  -3.578  3.567
H  -2.237  -1.689  -4.141
H  0.326  4.155  1.618
H  -1.400  0.926  2.401
H  -0.578  1.468  -1.495
H  3.226  1.263  2.304
H  0.063  2.740  -4.711
H  0.669  0.549  -0.076
H  -0.886  -0.289  0.557
H  -1.404  2.719  -3.619
H  4.422  -1.169  -0.555
H  -1.312  -4.127  -1.343
H  -3.779  -3.224  -3.403
H  1.500  -0.148  2.249
H  -0.422  1.294  -3.783
H  1.810  5.043  0.459

As for the SMILES: CO.CO.CO.CO.CO.CO.CO.CO.CO. The value obtained for the HOMO-LUMO gap is 9.9946 eV. Its lowest unoccupied orbital energy is 0.60 eV. For the highest occupied orbital energy, the calculation gives -9.40 eV.

=====

Stability, highest: <w>

=====

<w>
ORCA calculation (the ωB97M-V functional and the def2-TZVPD basis) on a cluster of 12 separate species, C12H48N24O12 in total.

CARTESIAN COORDINATES (ANGSTROEM)
O  -0.684  3.496  -3.907
O  4.219  2.646  4.316
O  2.865  -3.677  -1.027
O  2.198  -0.603  -4.239
O  -0.523  -4.405  2.770
O  -2.727  -2.041  -2.836
O  3.401  2.342  0.312
O  -1.875  2.668  0.873
O  -4.433  2.809  -2.365
O  0.031  -1.923  6.051
O  -1.614  -1.483  0.881
O  2.565  -1.145  1.499
N  4.157  -0.126  2.921
N  2.474  -3.294  -3.207
N  0.195  -3.643  0.753
N  0.931  -0.159  4.910
N  0.328  0.155  -5.404
N  1.440  -5.200  1.864
N  2.541  -1.531  -1.707
N  1.268  1.473  -3.835
N  1.394  1.333  -0.041
N  -1.863  4.400  -2.213
N  3.365  -2.244  3.286
N  2.845  3.709  2.844
N  3.197  4.574  4.983
N  -3.881  0.506  -2.218
N  1.879  3.421  -0.967
N  -0.740  -2.293  -3.926
N  -0.733  -1.284  -1.959
N  -2.677  -3.183  1.894
N  -0.447  -1.573  3.829
N  -4.218  2.364  0.680
N  -3.876  -1.645  0.618
N  -0.777  2.425  -1.910
N  -5.337  1.342  -3.682
N  -3.046  1.280  2.282
C  0.126  -1.267  5.009
C  3.493  3.561  4.033
C  -2.967  2.128  1.203
C  3.345  -1.178  2.497
C  -4.469  1.625  -2.725
C  2.686  -2.884  -1.938
C  -2.675  -2.100  1.064
C  0.315  -4.445  1.858
C  -1.074  3.423  -2.741
C  -1.541  -1.863  -2.899
C  2.337  2.342  -0.214
C  1.348  0.251  -4.520
H  1.414  -6.016  2.427
H  3.002  3.051  2.108
H  1.525  -0.164  5.784
H  -3.100  0.720  -1.592
H  0.821  2.375  -3.931
H  -3.735  0.496  2.158
H  1.036  -3.487  0.179
H  2.685  -3.007  3.109
H  -0.209  -1.116  2.948
H  -0.415  -2.796  0.826
H  -5.380  0.414  -4.058
H  1.200  3.243  -1.716
H  -0.164  1.655  -2.269
H  -4.387  2.554  -0.344
H  3.966  4.719  5.613
H  -2.429  5.103  -2.770
H  2.017  1.532  -3.152
H  0.360  -0.486  -6.187
H  -3.475  -0.175  -2.859
H  -4.971  1.913  1.188
H  -2.177  0.949  2.708
H  0.227  -2.627  -3.775
H  2.642  -1.131  -0.737
H  -3.423  -3.846  1.990
H  1.649  0.565  0.571
H  4.813  -0.303  3.639
H  1.461  -0.151  4.063
H  -1.881  4.634  -1.261
H  -1.095  -2.889  -4.633
H  -6.078  2.001  -3.939
H  2.505  5.345  4.618
H  -4.697  -2.292  0.656
H  2.877  -4.138  -3.393
H  -1.157  -1.170  -1.047
H  2.147  4.428  2.741
H  0.386  1.589  -0.024
H  -1.302  2.345  -1.053
H  2.134  -5.119  1.169
H  2.539  4.034  -1.360
H  -1.786  -3.595  2.057
H  0.262  -1.324  -2.009
H  3.602  -1.974  4.228
H  -0.293  0.937  -5.541
H  2.444  -2.593  -3.887
H  -3.941  -0.822  0.107
H  -0.916  -2.427  3.757
H  4.025  0.856  2.626
H  2.511  -0.897  -2.481

As for the SMILES: NC(N)=O.NC(N)=O.NC(N)=O.NC(N)=O.NC(N)=O.NC(N)=O.NC(N)=O.NC(N)=O.NC(N)=O.NC(N)=O.NC(N)=O.NC(N)=O. The value obtained for the HOMO-LUMO gap is 9.6180 eV. Its lowest unoccupied orbital energy is 0.33 eV. For the highest occupied orbital energy, the calculation gives -9.29 eV.

=====

<x>
ORCA calculation (the ωB97M-V functional and the def2-TZVPD basis) on a cluster of 12 separate species, C12H48N24O12 in total.

CARTESIAN COORDINATES (ANGSTROEM)
O  16.493  10.894  13.194
O  11.121  13.377  6.600
O  10.579  15.501  10.351
O  14.571  9.427  8.347
O  9.546  11.385  9.817
O  12.892  10.732  12.252
O  10.130  8.033  9.242
O  15.233  13.946  8.830
O  8.626  11.458  15.410
O  12.240  8.181  14.556
O  19.518  14.525  13.188
O  14.291  13.078  15.687
N  10.056  9.765  15.474
N  9.493  15.013  8.394
N  14.160  15.202  14.870
N  14.906  9.658  14.148
N  17.442  14.235  8.888
N  16.506  12.878  7.262
N  16.673  8.835  8.319
N  12.380  7.928  12.380
N  11.799  6.197  13.589
N  12.325  13.977  15.034
N  9.903  10.827  13.515
N  15.746  9.387  10.241
N  12.204  12.318  10.763
N  13.366  13.491  6.752
N  8.285  14.969  10.191
N  12.310  11.804  7.700
N  11.973  9.343  9.315
N  17.882  15.654  14.514
N  14.514  12.112  11.284
N  7.956  9.844  9.786
N  7.347  11.868  9.917
N  17.384  13.735  13.531
N  12.264  7.176  9.062
N  16.366  10.655  15.400
C  9.566  15.229  9.720
C  15.925  10.434  14.183
C  13.638  13.988  15.223
C  18.410  14.586  13.661
C  15.632  9.234  8.923
C  13.195  11.710  11.514
C  12.182  12.957  7.022
C  16.332  13.747  8.325
C  11.358  8.196  9.153
C  9.480  10.769  14.861
C  12.055  7.519  13.531
C  8.359  11.074  9.853
H  14.811  9.451  10.613
H  18.340  14.112  8.459
H  13.203  11.375  7.589
H  16.601  8.669  7.321
H  18.175  16.600  14.381
H  13.996  13.431  7.536
H  7.580  15.682  10.020
H  7.415  12.848  9.834
H  13.080  7.336  8.475
H  10.911  9.408  15.051
H  15.715  10.629  16.140
H  6.422  11.576  9.636
H  12.465  8.960  12.341
H  13.587  16.017  14.836
H  11.395  10.160  9.445
H  17.274  12.332  6.944
H  16.874  15.547  14.538
H  15.131  15.279  15.183
H  17.492  12.831  13.101
H  12.103  7.443  11.529
H  12.944  9.317  9.090
H  14.313  9.432  14.913
H  16.946  11.484  15.451
H  16.733  13.793  14.316
H  12.315  12.944  9.993
H  11.227  5.767  12.876
H  16.505  9.315  10.890
H  13.268  14.402  6.326
H  8.683  9.167  9.641
H  17.367  14.728  9.781
H  8.233  14.765  11.172
H  11.404  5.944  14.459
H  17.539  8.945  8.782
H  7.095  9.535  10.198
H  10.272  14.660  7.859
H  15.637  12.447  6.983
H  9.935  9.640  16.481
H  11.875  14.714  14.505
H  8.623  14.612  8.122
H  11.500  11.256  7.413
H  11.682  13.351  15.490
H  11.952  6.276  8.679
H  9.284  11.582  13.200
H  14.666  12.787  10.529
H  10.787  10.590  13.046
H  15.189  11.915  12.045
H  14.395  9.883  13.284
H  11.252  11.963  10.983

As for the SMILES: NC(N)=O.NC(N)=O.NC(N)=O.NC(N)=O.NC(N)=O.NC(N)=O.NC(N)=O.NC(N)=O.NC(N)=O.NC(N)=O.NC(N)=O.NC(N)=O. The value obtained for the HOMO-LUMO gap is 8.9959 eV. Its lowest unoccupied orbital energy is 0.02 eV. For the highest occupied orbital energy, the calculation gives -8.98 eV.

=====

<y>
ORCA calculation (the ωB97M-V functional and the def2-TZVPD basis) on a cluster of 12 separate species, C12H48N24O12 in total.

CARTESIAN COORDINATES (ANGSTROEM)
O  2.977  0.727  1.030
O  -1.920  4.036  2.809
O  2.803  1.964  6.475
O  4.853  1.861  -3.084
O  -0.924  2.474  -5.874
O  1.280  3.677  -2.160
O  -1.371  1.865  -1.141
O  1.076  -5.239  3.464
O  0.234  -0.343  4.383
O  -1.815  -2.756  0.620
O  -2.096  -5.995  -3.220
O  -1.542  -2.160  -5.985
N  0.748  0.290  1.334
N  1.212  3.600  5.921
N  -0.133  4.382  -3.734
N  -1.061  3.808  -0.077
N  -2.894  -3.679  -5.076
N  1.441  1.115  -0.626
N  -1.043  -4.588  2.962
N  2.976  2.962  4.524
N  -0.097  0.368  -5.759
N  -3.285  -4.660  -1.801
N  0.811  -3.670  1.844
N  0.206  3.054  2.650
N  -2.254  -0.626  0.341
N  -2.361  -1.518  2.462
N  1.826  -1.769  5.303
N  -2.196  0.743  -6.503
N  -0.579  -3.978  -5.009
N  -1.236  -5.607  -1.120
N  4.532  2.397  -0.875
N  0.824  -0.140  6.541
N  4.821  0.178  -1.517
N  -1.665  1.883  3.492
N  1.582  2.963  -4.269
N  -2.992  2.746  0.311
C  4.725  1.484  -1.879
C  2.327  2.768  5.656
C  1.793  0.755  0.646
C  -1.820  2.738  -0.383
C  -2.199  -5.436  -2.137
C  0.930  3.666  -3.338
C  -2.098  -1.679  1.183
C  0.363  -4.592  2.797
C  -1.065  1.270  -5.927
C  -1.164  3.080  2.979
C  0.979  -0.716  5.341
C  -1.625  -3.164  -5.285
H  -0.308  -0.600  -5.485
H  -1.979  -2.284  3.042
H  -3.259  -3.928  -1.164
H  0.489  2.042  2.563
H  -2.184  0.314  0.625
H  0.739  3.974  5.104
H  1.845  -2.443  4.497
H  0.994  -0.386  2.078
H  2.410  -1.854  6.071
H  3.743  2.380  4.273
H  0.347  0.741  6.331
H  0.271  -3.546  -5.333
H  -3.183  3.498  0.937
H  -0.534  4.762  -2.945
H  2.499  2.658  -4.005
H  1.236  3.036  -5.201
H  -0.627  4.221  -4.561
H  -3.048  -4.648  -4.897
H  -2.374  -0.624  2.890
H  -1.339  -5.249  3.632
H  1.703  0.070  7.006
H  -0.124  0.115  0.848
H  1.699  -3.801  1.424
H  -0.747  -6.455  -1.366
H  2.105  1.784  -1.122
H  -1.516  4.516  0.505
H  -2.552  1.990  3.997
H  -0.193  4.012  -0.547
H  -3.641  2.003  0.342
H  -2.113  -0.720  -0.656
H  -3.661  -3.237  -5.652
H  0.105  -3.168  1.251
H  4.194  1.994  -0.056
H  -0.723  -4.968  -4.735
H  -0.988  1.252  3.841
H  4.913  -0.236  -0.620
H  4.947  -0.415  -2.317
H  2.661  3.514  3.791
H  -3.931  -4.477  -2.539
H  -2.891  1.374  -6.843
H  -1.569  -5.598  -0.153
H  0.561  3.599  1.912
H  0.619  0.869  -5.290
H  4.089  3.245  -1.217
H  -2.334  -0.264  -6.554
H  0.807  3.707  6.834
H  -1.508  -4.430  2.070
H  0.463  1.120  -0.894

As for the SMILES: NC(N)=O.NC(N)=O.NC(N)=O.NC(N)=O.NC(N)=O.NC(N)=O.NC(N)=O.NC(N)=O.NC(N)=O.NC(N)=O.NC(N)=O.NC(N)=O. The value obtained for the HOMO-LUMO gap is 9.6923 eV. Its lowest unoccupied orbital energy is 0.22 eV. For the highest occupied orbital energy, the calculation gives -9.47 eV.

=====

Stability, highest: <y>

=====

<w>
ORCA calculation (the ωB97M-V functional and the def2-TZVPD basis) on a cluster of 2 separate species, C3H7NOS in total.

CARTESIAN COORDINATES (ANGSTROEM)
S  -2.765  -0.062  -0.330
O  1.021  1.203  1.055
N  -0.233  -0.728  1.403
C  1.938  -0.022  -1.231
C  0.228  0.360  0.531
C  0.704  -0.214  -0.797
H  -1.230  -0.655  1.292
H  -4.042  0.337  -0.297
H  2.423  -0.472  -2.099
H  -0.845  0.847  0.357
H  2.647  0.688  -0.785
H  0.173  -0.517  2.318
H  -0.019  -0.765  -1.418

The value obtained for the HOMO-LUMO gap is 5.6294 eV. Its lowest unoccupied orbital energy is -3.81 eV. For the highest occupied orbital energy, the calculation gives -9.44 eV.

=====

<x>
ORCA calculation (the ωB97M-V functional and the def2-TZVPD basis) on an isolated molecule of C3H7NOS.

CARTESIAN COORDINATES (ANGSTROEM)
S  -2.483  -1.194  -0.043
O  -2.663  1.396  -0.056
N  0.386  -0.353  0.085
C  -0.422  0.800  0.007
C  1.850  -0.295  -0.130
C  -1.870  0.512  -0.077
H  2.149  -1.227  0.446
H  -0.015  1.219  -0.887
H  -0.183  1.660  0.845
H  2.240  0.666  0.113
H  2.073  -0.603  -1.249
H  0.200  -0.746  1.166
H  -1.262  -1.835  -0.220

As for the SMILES: CNCC(=O)S. The value obtained for the HOMO-LUMO gap is 9.9948 eV. Its lowest unoccupied orbital energy is 0.58 eV. For the highest occupied orbital energy, the calculation gives -9.42 eV.

=====

<y>
ORCA calculation (the ωB97M-V functional and the def2-TZVPD basis) on a cluster of 2 separate species, C3H7NOS in total.

CARTESIAN COORDINATES (ANGSTROEM)
S  2.401  -0.388  -0.247
O  -2.463  0.253  -0.680
N  -0.801  -0.567  0.672
C  1.042  0.827  -0.432
C  -0.061  0.719  0.650
C  -1.724  -0.808  -0.236
H  0.324  -1.760  0.431
H  0.237  1.384  1.589
H  1.817  -1.701  -0.189
H  1.756  1.715  -0.160
H  0.477  0.994  -1.386
H  -1.000  1.261  0.271
H  -2.006  -1.930  -0.284

The value obtained for the HOMO-LUMO gap is 8.6038 eV. Its lowest unoccupied orbital energy is -1.09 eV. For the highest occupied orbital energy, the calculation gives -9.69 eV.

=====

Stability, highest: <x>